# 1
{"formula": "C30H50", "method": "ωB97M-V/def2-TZVPD", "elements": ["C", "C", "C", "C", "C", "C", "C", "C", "C", "C", "C", "C", "C", "C", "C", "C", "C", "C", "C", "C", "C", "C", "C", "C", "C", "C", "C", "C", "C", "C", "H", "H", "H", "H", "H", "H", "H", "H", "H", "H", "H", "H", "H", "H", "H", "H", "H", "H", "H", "H", "H", "H", "H", "H", "H", "H", "H", "H", "H", "H", "H", "H", "H", "H", "H", "H", "H", "H", "H", "H", "H", "H", "H", "H", "H", "H", "H", "H", "H", "H"], "coordinates": [[-5.3645, -2.7473, -2.0795], [-4.1499, -2.0444, -2.6125], [-4.4452, -1.0689, -3.7129], [-2.9407, -2.2853, -2.1195], [-1.6568, -1.6352, -2.5351], [-1.4150, -0.3340, -1.7461], [-0.1308, 0.3207, -2.1674], [-0.1318, 0.9821, -3.5166], [0.9598, 0.2764, -1.4098], [2.2821, 0.8714, -1.7873], [3.3257, 0.7291, -0.6721], [3.5626, -0.7139, -0.3205], [4.2630, -1.5296, -1.3729], [3.1347, -1.2167, 0.8318], [3.2324, -2.6431, 1.2756], [1.8385, -3.2804, 1.3578], [0.9915, -2.6569, 2.4247], [-0.3360, -2.6588, 2.4531], [-1.1593, -3.3006, 1.3722], [-1.0927, -1.9917, 3.5674], [-1.7888, -0.7020, 3.0899], [-0.8031, 0.2336, 2.4612], [-0.1679, 1.2401, 3.0489], [-0.3798, 1.6408, 4.4814], [0.7914, 2.0914, 2.2664], [0.2357, 3.5066, 2.0237], [1.1490, 4.2693, 1.1166], [0.9754, 4.4426, -0.1881], [-0.2216, 3.9174, -0.9325], [1.9716, 5.1928, -1.0217], [-6.1008, -2.0206, -1.7367], [-5.8306, -3.3437, -2.8639], [-5.1100, -3.4034, -1.2512], [-4.9496, -0.1924, -3.3045], [-5.1124, -1.5209, -4.4460], [-3.5445, -0.7373, -4.2197], [-2.8510, -2.9944, -1.3066], [-0.8239, -2.3161, -2.3448], [-1.6620, -1.4097, -3.6024], [-1.3870, -0.5672, -0.6802], [-2.2552, 0.3427, -1.9202], [0.3336, 1.9650, -3.4645], [0.4384, 0.3894, -4.2329], [-1.1446, 1.0985, -3.8938], [0.9309, -0.2306, -0.4554], [2.1551, 1.9338, -2.0189], [2.6493, 0.3890, -2.6988], [4.2624, 1.1843, -1.0066], [2.9827, 1.2772, 0.2069], [3.5596, -2.1933, -1.8759], [5.0498, -2.1420, -0.9365], [4.7139, -0.8822, -2.1212], [2.6296, -0.5658, 1.5348], [3.8480, -3.2220, 0.5871], [3.6980, -2.6841, 2.2651], [1.3479, -3.1902, 0.3857], [1.9502, -4.3506, 1.5683], [1.5351, -2.1916, 3.2363], [-0.9767, -2.8181, 0.4121], [-0.8977, -4.3532, 1.2665], [-2.2205, -3.2309, 1.5967], [-1.8482, -2.6762, 3.9638], [-0.4029, -1.7398, 4.3751], [-2.5515, -0.9584, 2.3511], [-2.2884, -0.2324, 3.9382], [-0.5772, 0.0189, 1.4254], [0.5058, 2.1388, 4.8703], [-0.5928, 0.7794, 5.1084], [-1.2180, 2.3341, 4.5615], [0.9799, 1.6297, 1.2960], [1.7435, 2.1705, 2.7992], [0.1461, 4.0293, 2.9785], [-0.7588, 3.4187, 1.5859], [2.0411, 4.6632, 1.5872], [-0.2691, 2.8308, -0.8733], [-0.1755, 4.2040, -1.9802], [-1.1445, 4.3155, -0.5127], [1.4980, 6.0559, -1.4900], [2.8093, 5.5385, -0.4214], [2.3555, 4.5540, -1.8176]], "e_above_lowest_kj_mol": 13.4, "homo_ev": -8.47, "smiles": "CC(C)=CCC/C(C)=C/CC/C(C)=C/CC/C=C(\\C)CC/C=C(\\C)CCC=C(C)C", "e_tot_ha": -1173.02873}

# 2
{"formula": "C30H50BrN3P2SZn", "method": "ωB97M-V/def2-TZVPD", "elements": ["C", "C", "C", "C", "N", "C", "C", "C", "C", "C", "C", "C", "C", "C", "Zn", "P", "H", "H", "H", "H", "H", "H", "H", "H", "C", "C", "H", "H", "H", "H", "H", "C", "C", "H", "H", "H", "H", "H", "C", "C", "H", "H", "H", "H", "H", "Br", "P", "C", "C", "H", "H", "H", "H", "H", "C", "C", "H", "H", "H", "H", "H", "C", "C", "H", "H", "H", "H", "H", "C", "C", "N", "C", "S", "N", "C", "C", "H", "H", "H", "H", "H", "H", "H", "H", "H", "H", "H", "H"], "coordinates": [[-6.0645, -5.0363, 3.0103], [-5.7535, -4.5963, 1.7187], [-6.5829, -4.9516, 0.6474], [-7.7007, -5.7461, 0.9147], [-7.9804, -6.1573, 2.1495], [-7.2045, -5.8268, 3.1800], [-4.5849, -3.8004, 1.4925], [-3.5616, -3.2267, 1.1632], [-2.4007, -2.4911, 0.9684], [-2.1452, -1.4603, 1.8816], [-1.0445, -0.6505, 1.6419], [-0.3074, -0.9226, 0.5002], [-0.4617, -1.9799, -0.3619], [-1.5856, -2.7804, -0.1357], [1.0962, 0.4267, 0.4404], [-0.1054, 2.3439, 0.1354], [-6.3475, -4.6209, -0.3559], [-5.4280, -4.7723, 3.8445], [-8.3640, -6.0375, 0.0893], [-7.4698, -6.1844, 4.1838], [-1.8629, -3.6157, -0.7787], [-2.8192, -1.3164, 2.7300], [0.2258, -2.1982, -1.1807], [-0.8276, 0.1430, 2.3665], [0.9752, 3.6238, -0.5850], [0.2815, 4.6353, -1.4901], [1.7543, 3.0633, -1.1269], [1.4658, 4.1327, 0.2581], [1.0171, 5.3761, -1.8233], [-0.1374, 4.1672, -2.3873], [-0.5158, 5.1799, -0.9709], [-1.4540, 1.9203, -1.0360], [-2.8789, 2.1466, -0.5464], [-1.3082, 0.8487, -1.2525], [-1.2742, 2.4549, -1.9796], [-3.5765, 1.8148, -1.3270], [-3.0988, 1.5667, 0.3605], [-3.0870, 3.2059, -0.3496], [-0.8221, 3.0056, 1.6733], [-1.2436, 4.4696, 1.5895], [-0.0467, 2.8641, 2.4437], [-1.6703, 2.3654, 1.9569], [-1.6846, 4.7684, 2.5470], [-0.3916, 5.1309, 1.3979], [-2.0018, 4.6473, 0.8171], [2.8024, -0.1142, -1.1934], [0.1016, -1.0357, -4.5778], [-0.4781, 0.6329, -4.0957], [-0.4310, 1.6025, -5.2906], [0.1495, 0.9766, -3.2579], [-1.5109, 0.5171, -3.7285], [-1.0935, 2.4595, -5.1117], [0.5872, 1.9831, -5.4508], [-0.7650, 1.0998, -6.2111], [1.7773, -1.3243, -3.9175], [2.6508, -2.1913, -4.8320], [1.6729, -1.7700, -2.9149], [2.2255, -0.3252, -3.7891], [3.6905, -2.1518, -4.4819], [2.3155, -3.2368, -4.8118], [2.6099, -1.8096, -5.8624], [-1.0221, -2.2556, -3.7990], [-2.1130, -2.7636, -4.7542], [-1.4571, -1.7917, -2.9047], [-0.3885, -3.0920, -3.4697], [-2.6083, -3.6399, -4.3205], [-2.8786, -2.0003, -4.9328], [-1.6881, -3.0616, -5.7201], [7.2180, 0.7964, 2.1904], [5.9041, 1.5108, 1.9449], [4.7446, 0.5908, 2.0571], [3.7059, 0.8189, 2.8610], [2.2241, 0.0114, 2.6426], [3.8776, 1.6810, 3.9217], [4.8915, 1.3633, 4.9641], [4.9817, 2.5131, 5.9491], [7.1671, 0.1482, 3.0704], [8.0087, 1.5350, 2.3493], [7.4894, 0.1841, 1.3245], [5.7455, 2.3224, 2.6629], [5.8873, 1.9369, 0.9325], [4.5234, 0.0460, 1.2165], [2.9770, 1.8794, 4.3590], [4.5913, 0.4406, 5.4872], [5.8488, 1.1886, 4.4691], [4.0217, 2.6966, 6.4421], [5.7174, 2.2679, 6.7190], [5.3041, 3.4316, 5.4500]], "charge": 2, "e_above_lowest_kj_mol": 0.0, "homo_ev": [-11.93, -11.93], "e_tot_ha": -6770.97272}

# 3
{"formula": "C30H50LuP2Te", "method": "ωB97M-V/def2-TZVPD", "elements": ["Lu", "C", "C", "C", "C", "C", "C", "H", "H", "H", "C", "H", "H", "H", "C", "H", "H", "H", "C", "H", "H", "H", "C", "H", "H", "H", "C", "C", "C", "C", "C", "C", "C", "C", "H", "H", "H", "H", "H", "H", "H", "H", "H", "H", "H", "H", "P", "C", "H", "H", "H", "C", "H", "H", "H", "C", "H", "H", "H", "P", "C", "H", "H", "H", "C", "H", "H", "H", "C", "H", "H", "H", "Te", "C", "C", "C", "C", "C", "C", "H", "H", "H", "H", "H"], "coordinates": [[-0.0263, 0.2147, -0.1064], [0.7355, -0.2351, -2.2855], [0.8868, 1.1788, -2.0366], [2.3057, 0.0539, -0.5662], [1.6573, -0.9148, -1.4267], [1.8683, 1.3601, -0.9627], [-0.0026, -0.8217, -3.4339], [-0.9229, -0.2727, -3.6674], [-0.2800, -1.8692, -3.2803], [0.6368, -0.7796, -4.3290], [2.1107, -2.3170, -1.5866], [1.4646, -2.8798, -2.2695], [2.1097, -2.8549, -0.6231], [3.1535, -2.3517, -1.9496], [3.4441, -0.2123, 0.3492], [4.4021, -0.0169, -0.1649], [3.4493, -1.2472, 0.7071], [3.4279, 0.4337, 1.2377], [2.6570, 2.5754, -0.6698], [3.4594, 2.6540, -1.4223], [3.1465, 2.5136, 0.3084], [2.0720, 3.5013, -0.6941], [0.5701, 2.1571, -3.0953], [1.2627, 1.9461, -3.9354], [0.6843, 3.1937, -2.7652], [-0.4531, 2.0354, -3.4740], [-3.0918, 2.1221, -0.0895], [-2.8049, 2.1640, -1.4183], [-3.2086, 3.3359, -2.2624], [-2.3812, 4.6448, -2.0381], [-1.3217, 4.6218, -0.9673], [-1.6573, 4.6091, 0.3408], [-3.1030, 4.5737, 0.7753], [-3.8706, 3.2268, 0.5732], [-4.2769, 3.5813, -2.1236], [-3.1076, 5.4364, -1.7882], [-3.1179, 3.0509, -3.3244], [-4.8063, 3.4448, 0.0257], [-2.7201, 1.3454, 0.5827], [-2.2151, 1.3984, -1.9255], [-4.1923, 2.8705, 1.5680], [-3.1474, 4.8422, 1.8435], [-0.9168, 4.6354, 1.1376], [-3.6668, 5.3533, 0.2344], [-1.9177, 4.9348, -2.9937], [-0.2885, 4.6243, -1.3024], [-1.6928, -1.9077, -0.2065], [-0.9456, -3.5010, -0.7543], [-1.7500, -4.2395, -0.6239], [-0.0750, -3.7641, -0.1161], [-0.6147, -3.4070, -1.8006], [-2.5861, -2.3632, 1.3427], [-3.1360, -3.2875, 1.0844], [-3.2709, -1.5331, 1.6004], [-1.8441, -2.5266, 2.1478], [-3.0639, -1.8127, -1.4517], [-3.7754, -1.0285, -1.1461], [-3.5067, -2.8283, -1.4413], [-2.6286, -1.5753, -2.4397], [0.2597, 1.0506, 2.4244], [1.4695, 2.4535, 2.5657], [1.1687, 2.9613, 3.4966], [1.4527, 3.1148, 1.6897], [2.4701, 1.9821, 2.6758], [-1.2645, 1.2775, 3.4608], [-1.7242, 2.2560, 3.2513], [-0.9068, 1.1595, 4.5016], [-1.9639, 0.4570, 3.2154], [1.1759, 0.0071, 3.6670], [1.3282, 0.6739, 4.5341], [2.1246, -0.3031, 3.1911], [0.5417, -0.8709, 3.8978], [0.9923, -2.5676, 1.8335], [2.2397, -4.2400, 1.5091], [3.5969, -4.1832, 1.1314], [4.2981, -5.3810, 0.9750], [3.6715, -6.6116, 1.2019], [2.3252, -6.6541, 1.5822], [1.5913, -5.4791, 1.7406], [4.0705, -3.2098, 0.9765], [5.3499, -5.3490, 0.6780], [4.2353, -7.5447, 1.0885], [1.8355, -7.6140, 1.7690], [0.5453, -5.4713, 2.0422]], "charge": 1, "homo_ev": -8.94, "e_tot_ha": -3359.08942}

# 4
{"formula": "C30H50N12O6SSi2", "method": "ωB97M-V/def2-TZVPD", "elements": ["C", "C", "O", "C", "C", "C", "C", "C", "Si", "N", "C", "S", "O", "N", "O", "O", "Si", "C", "C", "N", "N", "C", "C", "O", "C", "C", "O", "H", "H", "H", "H", "H", "H", "H", "H", "H", "H", "H", "H", "H", "H", "H", "H", "H", "H", "H", "H", "H", "H", "H", "H", "H", "H", "C", "C", "N", "H", "H", "H", "C", "C", "N", "H", "H", "H", "C", "C", "N", "H", "H", "H", "C", "C", "N", "H", "H", "H", "C", "C", "N", "H", "H", "H", "C", "C", "N", "H", "H", "H", "C", "C", "N", "H", "H", "H", "C", "C", "N", "H", "H", "H"], "coordinates": [[-1.1124, 2.0521, 1.6949], [-0.6015, 2.4071, 0.2565], [-1.4599, 1.7653, -0.6781], [-0.7780, 1.2051, -1.7872], [-1.4321, -0.1220, -2.3181], [-2.3617, -0.8458, -1.3027], [-2.2245, -2.4242, -1.3617], [-1.7291, -3.0741, -0.0110], [0.1477, -3.2028, 0.0911], [0.6657, -4.2545, -1.2349], [1.3939, -3.6360, -2.0385], [2.5298, -3.0906, -2.9461], [0.8281, -1.6472, -0.2217], [0.2799, -0.6426, 0.5300], [0.0676, -0.9686, 1.6458], [0.6891, -3.9385, 1.5010], [2.3287, -4.3637, 1.5017], [2.6699, -5.0771, 3.2276], [2.0386, -6.4958, 3.2585], [2.6625, -7.5044, 2.7974], [3.3981, -3.0122, 1.0632], [4.7911, -3.3959, 0.9963], [5.4217, -3.3532, -0.4093], [5.4437, -3.7672, 1.9380], [3.1941, -1.7989, 1.8456], [2.9149, -1.7649, 3.3534], [3.2929, -0.7482, 1.2643], [-0.2579, 1.9422, 2.3894], [-1.6026, 1.0623, 1.6452], [-1.8455, 2.7778, 2.0730], [-0.5887, 3.5080, 0.1036], [0.4502, 2.0688, 0.2129], [0.2900, 0.9758, -1.5916], [-0.7688, 1.9870, -2.5866], [-0.6208, -0.8351, -2.5769], [-1.9405, 0.1118, -3.2709], [-2.2079, -0.5532, -0.2525], [-3.4194, -0.6237, -1.5453], [-1.5526, -2.7391, -2.1823], [-3.2287, -2.8411, -1.5505], [-2.1255, -2.5168, 0.8637], [-2.1470, -4.1002, 0.0439], [2.5132, -5.4515, 0.5237], [2.1780, -4.4913, 4.0318], [3.7554, -5.0825, 3.4297], [1.0366, -6.5610, 3.7120], [3.5577, -7.1270, 2.4625], [6.5161, -3.2519, -0.3670], [4.9784, -2.5329, -1.0062], [5.1552, -4.2812, -0.9586], [3.8046, -2.1007, 3.9244], [1.9922, -2.2852, 3.6604], [2.7754, -0.7030, 3.6320], [1.6453, -6.1215, -4.8807], [0.9786, -5.6953, -6.1238], [0.4516, -5.3419, -7.0896], [1.0596, -5.8045, -4.0190], [1.7398, -7.2064, -4.8668], [2.6379, -5.6771, -4.8159], [1.6941, 1.2231, -4.5428], [1.8737, -0.0479, -3.8324], [2.0130, -1.0459, -3.2741], [2.0590, 2.0435, -3.9268], [2.2490, 1.2048, -5.4800], [0.6372, 1.3789, -4.7558], [7.7447, -1.6961, 1.9844], [8.9995, -1.5603, 1.2310], [9.9787, -1.4554, 0.6412], [6.9064, -1.3806, 1.3657], [7.5985, -2.7331, 2.2779], [7.7806, -1.0744, 2.8779], [-2.2471, 6.3611, 2.7485], [-2.0804, 5.1541, 3.5692], [-1.9543, 4.2106, 4.2119], [-1.9537, 7.2397, 3.3205], [-1.6256, 6.2931, 1.8564], [-3.2872, 6.4637, 2.4514], [-6.6832, 5.5810, 3.3077], [-5.8469, 6.7815, 3.1916], [-5.1881, 7.7193, 3.1023], [-6.3669, 4.8347, 2.5826], [-6.5982, 5.1644, 4.3104], [-7.7234, 5.8403, 3.1182], [-6.3699, 7.6641, -1.1460], [-6.1838, 6.4382, -0.3593], [-6.0383, 5.4802, 0.2555], [-6.0612, 8.5282, -0.5595], [-5.7700, 7.6155, -2.0532], [-7.4185, 7.7733, -1.4174], [-4.1157, 6.7740, 6.8711], [-5.5820, 6.7520, 6.7820], [-6.7291, 6.7384, 6.7163], [-3.8085, 7.2965, 7.7756], [-3.7308, 5.7554, 6.8990], [-3.7027, 7.2875, 6.0039], [0.0499, -1.2983, -9.2760], [0.1760, -2.6589, -8.7253], [0.2651, -3.7255, -8.2903], [0.4322, -0.5711, -8.5607], [0.6191, -1.2208, -10.2008], [-0.9963, -1.0775, -9.4825]], "e_above_lowest_kj_mol": 0.0, "homo_ev": -8.16, "e_tot_ha": -3258.66771}